Entry 1:
{
  "formula": "C4H8N3O",
  "method": "ωB97M-V with the def2-TZVPD basis set",
  "symbols": ["C", "N", "C", "N", "C", "N", "C", "O", "H", "H", "H", "H", "H", "H", "H", "H"],
  "positions_angstrom": [[-1.360, -1.659, 1.311], [-0.670, -0.651, 0.462], [-0.628, 0.702, 0.985], [-0.028, -0.959, -0.595], [0.700, -0.458, -1.443], [1.175, 1.029, -1.349], [2.014, 1.585, -2.060], [2.926, 1.885, -2.660], [-0.925, -1.544, 2.215], [-2.361, -1.152, 1.354], [-1.378, -2.615, 0.696], [-1.308, 0.927, 1.770], [0.406, 0.874, 1.631], [-0.798, 1.499, 0.348], [1.325, -0.818, -2.204], [0.909, 1.355, -0.459]],
  "lowdin_charge": [0.0344, -0.2430, -0.0452, 0.0725, -0.0414, 0.1842, -0.1464, 0.3600, 0.0476, 0.1115, 0.1334, 0.0842, 0.1679, 0.0619, 0.1157, 0.1026],
  "total_charge": 1,
  "orbital_gap_ev": 8.4,
  "smiles": "CN(C)/N=C\\[NH+]=C=O"
}



Entry 2:
{
  "formula": "C4H8N3O",
  "method": "ωB97M-V with the def2-TZVPD basis set",
  "symbols": ["C", "N", "C", "N", "N", "C", "C", "O", "H", "H", "H", "H", "H", "H", "H", "H"],
  "positions_angstrom": [[0.997, 2.266, -1.005], [0.672, 1.464, 0.191], [-0.809, 1.396, 0.477], [-1.293, 0.057, 0.715], [-0.550, -0.877, 0.596], [-0.357, -2.084, 0.580], [-0.235, -3.452, 0.097], [0.447, -2.910, 1.226], [0.115, 2.738, -1.436], [1.697, 3.128, -0.737], [1.395, 1.544, -1.820], [1.084, 0.564, 0.282], [-1.408, 1.949, -0.238], [-0.989, 1.905, 1.470], [-1.127, -3.970, 0.356], [0.361, -3.719, -0.753]],
  "lowdin_charge": [-0.1104, -0.0900, -0.1487, 0.1886, 0.1740, -0.1886, 0.0853, 0.1730, 0.0620, 0.1028, 0.1094, 0.0718, 0.1347, 0.1639, 0.1318, 0.1406],
  "total_charge": 1,
  "orbital_gap_ev": [7.0, 7.0],
  "smiles": "CNCN=[N+]=C1CO1"
}



Entry 3:
{
  "formula": "C4H8N3O",
  "method": "ωB97M-V with the def2-TZVPD basis set",
  "symbols": ["C", "O", "C", "C", "N", "N", "C", "N", "H", "H", "H", "H", "H", "H", "H", "H"],
  "positions_angstrom": [[1.733, -1.264, -0.059], [0.891, -0.344, 0.530], [-0.225, -0.059, -0.139], [-1.368, -0.967, 0.378], [-0.257, -0.121, -1.598], [-0.653, 0.928, -2.142], [-0.862, 1.841, -1.166], [-0.650, 1.357, -0.004], [2.590, -1.298, 0.581], [1.855, -0.943, -1.068], [1.346, -2.287, -0.009], [-1.529, -0.804, 1.417], [-1.059, -1.919, 0.080], [-2.242, -0.807, -0.127], [-1.072, 2.845, -1.509], [-0.826, 1.905, 0.762]],
  "lowdin_charge": [-0.0398, -0.0362, -0.5256, 0.0886, 0.1907, 0.1402, -0.0010, 0.2671, 0.1099, 0.0907, 0.1121, 0.1105, 0.0884, 0.0732, 0.1710, 0.1601],
  "total_charge": 1,
  "orbital_gap_ev": 8.2,
  "smiles": "CO[C@]1(C)N=NC=[NH+]1"
}



Entry 4:
{
  "formula": "C4H8N3O",
  "method": "ωB97M-V with the def2-TZVPD basis set",
  "symbols": ["C", "C", "C", "C", "N", "N", "N", "O", "H", "H", "H", "H", "H", "H", "H", "H"],
  "positions_angstrom": [[0.979, -1.852, 1.620], [0.644, 0.882, -1.015], [-1.060, -0.701, -0.790], [-1.456, 0.476, -0.305], [0.679, -0.826, 2.049], [0.345, -0.648, -0.869], [-0.326, 1.317, -0.034], [0.506, 0.371, 2.166], [1.582, -2.694, 1.410], [1.727, 1.099, -0.579], [0.331, 1.216, -1.994], [-1.597, -1.648, -0.961], [-2.425, 0.896, -0.051], [0.757, -1.222, -1.599], [-0.023, 1.049, 0.993], [-0.663, 2.283, -0.041]],
  "lowdin_charge": [0.2098, -0.0610, -0.0833, -0.0833, -0.1166, -0.0098, 0.0138, -0.0041, 0.1045, 0.1869, 0.1350, 0.1475, 0.1339, 0.1322, 0.1016, 0.1929],
  "total_charge": 1,
  "orbital_gap_ev": 10.4
}



Entry 5:
{
  "formula": "C4H8N3O",
  "method": "ωB97M-V with the def2-TZVPD basis set",
  "symbols": ["C", "N", "C", "N", "C", "N", "C", "O", "H", "H", "H", "H", "H", "H", "H", "H"],
  "positions_angstrom": [[0.591, 1.682, 0.205], [0.040, 0.346, 0.213], [0.483, -0.586, -0.802], [-0.830, 0.091, 1.114], [-1.564, -0.843, 1.462], [-1.662, -2.206, 0.765], [-2.164, -3.210, 1.294], [-2.649, -4.062, 1.865], [1.667, 1.650, 0.382], [0.403, 2.163, -0.756], [0.117, 2.261, 0.993], [1.387, -0.189, -1.260], [0.738, -1.553, -0.360], [-0.264, -0.707, -1.592], [-2.192, -0.780, 2.325], [-1.289, -2.214, -0.181]],
  "lowdin_charge": [-0.0178, -0.2488, -0.0224, 0.0685, -0.0749, 0.1879, -0.1347, 0.3676, 0.0972, 0.0974, 0.0984, 0.1028, 0.0929, 0.1007, 0.1262, 0.1591],
  "total_charge": 1,
  "orbital_gap_ev": 8.1,
  "smiles": "CN(C)/N=C\\[NH+]=C=O"
}



Entry 6:
{
  "formula": "C4H8N3O2",
  "method": "ωB97M-V with the def2-TZVPD basis set",
  "symbols": ["O", "N", "O", "C", "N", "C", "C", "N", "C", "H", "H", "H", "H", "H", "H", "H", "H"],
  "positions_angstrom": [[2.716, -2.476, -0.448], [1.648, -2.141, -0.033], [0.698, -2.814, 0.248], [1.522, -0.666, 0.141], [0.428, -0.036, 0.084], [0.244, 1.396, 0.189], [-1.225, 1.591, -0.264], [-1.870, 0.362, 0.119], [-0.936, -0.649, -0.172], [2.636, -0.250, 0.264], [0.967, 1.944, -0.413], [0.370, 1.691, 1.235], [-1.700, 2.458, 0.181], [-1.270, 1.691, -1.352], [-2.199, 0.355, 1.079], [-1.083, -1.573, 0.391], [-0.946, -0.882, -1.249]],
  "lowdin_charge": [0.1678, -0.3629, 0.1375, 0.1211, 0.0273, -0.0654, -0.1450, -0.0147, -0.1149, 0.2327, 0.1468, 0.1521, 0.1373, 0.1331, 0.1420, 0.1405, 0.1645],
  "total_charge": 1,
  "orbital_gap_ev": 8.4,
  "smiles": "O=[N+]([O-])/C=[N+]1/CCNC1"
}



Entry 7:
{
  "formula": "C4H8N3O2S",
  "method": "ωB97M-V with the def2-TZVPD basis set",
  "symbols": ["C", "C", "C", "C", "N", "N", "N", "O", "O", "S", "H", "H", "H", "H", "H", "H", "H", "H"],
  "positions_angstrom": [[-0.491, -0.974, -0.979], [0.386, 0.547, 0.749], [-1.108, -0.819, -2.437], [0.999, -0.030, 2.917], [-0.501, -2.113, -0.431], [-0.049, 0.207, -0.463], [-0.562, 1.627, -1.925], [0.511, 1.807, 1.026], [0.640, -0.361, 1.592], [-1.899, 0.969, -2.431], [-0.300, -0.766, -3.256], [-1.716, -1.614, -2.653], [1.169, -0.829, 3.618], [0.379, 0.742, 3.393], [1.895, 0.432, 2.831], [-0.118, -2.247, 0.585], [0.469, 2.360, 0.160], [0.295, 1.063, -2.296]],
  "lowdin_charge": [-0.4721, -0.4555, -0.2105, 0.0214, 0.1723, 0.0757, -0.2963, 0.1944, 0.0713, 1.0181, 0.1183, 0.0446, 0.1176, 0.1262, 0.0699, 0.1218, 0.1920, 0.0907],
  "total_charge": 1,
  "orbital_gap_ev": [7.6, 7.6]
}



Entry 8:
{
  "formula": "C4H8N3S",
  "method": "ωB97M-V with the def2-TZVPD basis set",
  "symbols": ["N", "C", "C", "S", "C", "N", "C", "N", "H", "H", "H", "H", "H", "H", "H", "H"],
  "positions_angstrom": [[-1.785, 2.082, 0.362], [-1.815, 1.049, -0.170], [-1.802, -0.267, -0.624], [-2.669, -1.387, 0.578], [-0.318, -0.666, -0.733], [0.222, -0.440, 0.644], [0.949, 0.578, 1.055], [1.378, 1.671, 0.438], [-2.320, -0.335, -1.582], [-3.147, -0.407, 1.285], [-0.308, -1.685, -0.873], [0.210, -0.170, -1.430], [-0.539, -0.961, 1.271], [1.229, 0.683, 2.085], [1.864, 2.389, 0.824], [1.045, 1.819, -0.488]],
  "lowdin_charge": [0.2177, -0.3034, -0.5692, 0.8877, -0.1264, 0.0438, -0.1207, 0.2308, 0.1298, -0.1153, 0.1029, 0.0980, 0.1460, 0.1594, 0.1006, 0.1183],
  "total_charge": 1,
  "orbital_gap_ev": 10.6,
  "smiles": "N#C[C@H](S)CNC=[NH2+]"
}



Entry 9:
{
  "formula": "C4H8N4",
  "method": "ωB97M-V with the def2-TZVPD basis set",
  "symbols": ["C", "N", "C", "C", "C", "N", "N", "N", "H", "H", "H", "H", "H", "H", "H", "H"],
  "positions_angstrom": [[0.986, 1.831, -0.279], [-1.177, -0.383, 1.438], [-0.909, -0.287, -0.014], [0.490, -0.843, 0.180], [0.321, 0.587, 0.177], [-1.793, -0.387, -1.092], [1.314, -1.842, -0.291], [0.276, -0.130, 1.491], [-1.682, 0.418, 1.823], [-2.157, -1.329, -1.194], [-2.563, 0.271, -1.014], [1.123, -2.731, 0.154], [2.293, -1.602, -0.201], [0.438, 2.713, 0.068], [2.003, 1.870, 0.126], [1.034, 1.843, -1.373]],
  "lowdin_charge": [-0.0120, 0.0335, -0.4047, -0.3454, -0.2750, 0.1169, 0.1276, 0.0765, 0.0910, 0.0851, 0.0847, 0.0901, 0.0892, 0.0762, 0.0817, 0.0846],
  "orbital_gap_ev": 9.5
}



Entry 10:
{
  "formula": "C4H8N4",
  "method": "ωB97M-V with the def2-TZVPD basis set",
  "symbols": ["C", "N", "N", "C", "N", "N", "C", "C", "H", "H", "H", "H", "H", "H", "H", "H"],
  "positions_angstrom": [[1.400, 1.149, 0.101], [2.128, -0.271, 0.149], [1.170, -1.344, 0.163], [-0.004, -0.830, -0.161], [-1.349, -1.260, -0.035], [-2.021, 0.081, -0.254], [-1.172, 1.166, 0.395], [0.056, 0.755, -0.452], [1.833, 1.745, -0.788], [1.670, 1.597, 1.114], [2.463, -0.222, -0.936], [-1.521, -1.252, 1.139], [-3.106, 0.071, -0.058], [-1.547, 2.235, 0.096], [-1.107, 0.996, 1.455], [0.136, 0.949, -1.479]],
  "lowdin_charge": [-0.1632, -0.1028, 0.0282, -0.3057, 0.0164, -0.1509, -0.1466, -0.2612, 0.1183, 0.1216, 0.1396, 0.1946, 0.1504, 0.1489, 0.0971, 0.1153],
  "orbital_gap_ev": 9.4,
  "smiles": "C1NN=C2NNC[C@@H]12"
}



One value per record, in order, for energy relative to the best compared isomer or geometry (same formula, charge and spin): 136.4; 171.0; 115.0; 137.5; 105.8; 129.8; 64.1; 43.3; 103.6; 124.4 kcal/mol.